{"formula": "C50H62IN2O27S4", "method": "ωB97M-V/def2-TZVPD", "homo_lumo_gap_ev": 6.83, "e_homo_ev": -10.378, "total_charge": 1, "symbols": ["O", "H", "O", "H", "H", "C", "O", "I", "H", "C", "H", "C", "C", "C", "O", "H", "C", "C", "H", "C", "H", "C", "S", "C", "C", "H", "O", "C", "H", "H", "C", "H", "C", "H", "O", "O", "C", "H", "C", "H", "C", "C", "H", "C", "H", "O", "C", "C", "H", "C", "H", "C", "C", "C", "H", "C", "H", "O", "C", "H", "H", "O", "C", "H", "C", "O", "H", "H", "O", "H", "C", "C", "O", "O", "O", "H", "C", "S", "H", "S", "H", "H", "H", "H", "O", "O", "C", "O", "H", "N", "C", "O", "H", "C", "H", "H", "H", "H", "C", "H", "C", "H", "N", "H", "O", "O", "H", "H", "C", "H", "H", "C", "H", "H", "H", "H", "O", "H", "C", "C", "C", "H", "H", "C", "S", "H", "O", "O", "C", "H", "H", "O", "H", "O", "C", "C", "C", "C", "C", "H", "H", "O", "H", "H", "C", "H"], "positions_angstrom": [[-2.27023, 1.61388, 9.44446], [0.60162, 3.55934, 3.37416], [7.33542, -3.17178, -1.05549], [0.67210, 1.53513, 10.74389], [2.30201, -3.07433, -1.69994], [6.08969, -1.25203, -4.58832], [6.10954, 0.89707, -5.37767], [2.19362, -4.55040, 0.49362], [4.48307, 0.19300, -4.29146], [5.06661, 1.99645, 3.12584], [-1.67839, -4.90662, 1.98757], [-0.78329, 5.49700, -2.86944], [-4.12352, -6.94107, -2.82516], [1.68777, 6.60488, 4.46300], [6.81815, -5.01211, 0.08978], [5.47838, 1.82979, 4.11391], [-10.54172, 3.61009, -3.53047], [0.83739, -0.86272, 3.79943], [-4.26151, -6.11839, -2.12820], [-11.81371, 5.33068, -2.80709], [3.52855, 2.61701, -0.34654], [0.86088, 5.64704, 3.88462], [2.33457, 0.08822, 3.50956], [2.46448, 3.92391, 4.33354], [0.21744, -3.01148, -1.53750], [1.69928, -1.04092, -1.30757], [-6.12364, 1.74795, -3.00960], [5.08222, -0.59570, -0.69842], [4.41735, -2.50204, 0.20281], [6.09970, -0.95995, -0.65804], [-0.14133, -0.92423, 1.53121], [0.52358, -6.35886, -3.37723], [-6.15567, 0.97202, -1.80540], [7.64564, -4.11135, -2.88929], [-11.40425, 5.66757, -4.05587], [-4.96621, -8.04073, -2.47991], [0.53022, -1.78593, 2.61926], [2.92942, 0.10713, 0.23925], [-0.29830, 1.98714, 10.55505], [-1.05102, 0.03312, 9.95420], [-4.57542, -6.61179, -4.23103], [-7.35601, 0.07903, -2.02829], [3.56889, 6.94283, 5.43706], [0.84603, -5.71635, -2.56231], [0.06248, 0.12228, 1.76877], [-5.03836, -7.87642, -4.70630], [1.58563, -1.54649, -0.33610], [2.06909, 1.55006, 4.51005], [1.36573, -2.39563, 2.28334], [7.31331, 0.32124, -5.64568], [-1.93799, 0.75873, 11.31001], [0.47685, 4.85589, -2.33251], [7.06761, -5.44051, -1.25529], [2.77166, -0.94793, 0.42404], [-9.37466, 5.32388, -4.19062], [5.18075, -0.13856, -5.05764], [-7.09924, -0.84747, -2.54615], [-0.17891, 0.27460, -2.13944], [5.30439, 2.02990, 0.74110], [4.78728, 0.39146, -1.02268], [6.30195, -1.19434, -3.51805], [-1.91467, 3.08608, 7.77572], [-1.05906, -3.35233, 0.47579], [-2.11549, -1.11216, -1.82157], [3.97846, 2.44604, 0.62312], [-0.62449, -3.96728, -3.78000], [1.39607, 7.64477, 4.50409], [5.70443, -2.24232, -4.82156], [0.93440, 1.30324, -0.31601], [-1.21986, -1.04769, 1.65117], [-10.31291, 4.81307, -4.41494], [3.74769, 2.40609, 3.02125], [7.29272, -0.99817, -5.31148], [6.53298, -2.98949, 1.03969], [-7.72100, 2.44886, -4.43738], [-0.51313, 2.71376, 11.34046], [5.85129, 1.79552, 1.99099], [0.89055, 1.60502, 5.63320], [4.25973, 4.59843, 5.30494], [-0.41700, -4.44886, -2.43318], [4.62248, -0.40500, -5.95744], [-6.29004, 1.64571, -0.95597], [2.89157, -1.24552, 1.46217], [-3.43039, -2.33116, 0.75119], [-5.94873, -9.67113, -3.68862], [-4.01706, -0.78717, -0.33458], [-2.10457, -1.93539, -1.10689], [0.69494, 5.56122, -1.11097], [2.18324, 2.96589, 1.64381], [0.15196, -1.19890, 0.06908], [-1.40667, 0.97103, 10.38580], [-1.60848, -5.03650, -1.86330], [6.11003, -5.59979, -1.75578], [-1.67068, 1.17441, -0.16935], [-11.19517, 2.86805, -3.99366], [0.30889, -2.27051, -2.34270], [-0.20809, -2.49957, 2.98273], [-0.00707, -0.18087, 3.94415], [6.86908, -3.66211, 0.11814], [6.87126, 1.45275, 2.09593], [-0.49909, 6.06181, -0.69746], [-2.34191, 1.18851, -1.02717], [2.99958, 2.56135, 4.27196], [1.32641, 4.96773, -3.00160], [-0.69640, 6.54004, 0.36836], [-11.21624, 4.18073, -2.40303], [1.76724, -5.21056, -2.86330], [-2.19028, 0.68158, 0.64762], [3.28720, 4.87417, 4.91331], [-3.08261, -7.26675, -2.78706], [-7.88704, -0.16248, -1.11133], [2.91376, 6.21001, 4.98660], [8.91051, -4.35304, -1.66983], [-1.46930, 2.20593, 0.11820], [-9.62333, 3.13062, -3.22480], [-2.41279, -2.82253, -1.67437], [8.24637, 0.88793, -6.09996], [5.90569, 1.86376, -0.14490], [-1.53418, 2.51229, 8.74189], [-3.24467, -1.68900, -0.12212], [-1.27987, -4.20096, 1.29267], [7.63176, -6.36899, -1.26267], [-0.07971, 5.97874, 3.46256], [-5.37811, -8.63587, -3.63188], [-0.13290, 0.43098, -0.71113], [-10.34268, 4.57618, -5.47485], [-0.30398, 2.65791, 9.29193], [-12.58427, 5.95499, -2.15676], [-7.37249, 1.75847, -3.53609], [-3.77298, -6.23459, -4.86059], [-5.23500, 0.42292, -1.68128], [-8.17267, 0.87699, -2.89034], [0.99704, -6.24232, -1.62597], [4.19565, -1.39915, -1.60269], [1.23292, 4.32045, 3.81595], [3.21068, 2.64541, 1.75589], [1.63389, -2.99752, -0.84708], [7.83526, -4.27050, -1.83095], [-0.71774, -2.29155, -0.51740], [-5.40570, -5.90259, -4.24873], [0.34005, 3.79636, -2.10234], [-1.43878, 5.91535, -1.66722], [-1.41214, 4.80768, -3.42758], [0.88347, -1.44212, 4.72170], [4.04364, -1.58005, -0.22457], [-0.57841, 6.37150, -3.48847]], "atomic_forces_ev_per_a": [[0.122, 0.026, 0.017], [-0.218, 0.187, -0.008], [-0.063, -0.068, 0.085], [0.048, 0.071, -0.161], [0.578, 0.221, 0.426], [-0.061, -0.199, 0.200], [0.035, -0.130, 0.039], [0.125, 0.048, 0.124], [0.097, 0.139, 0.005], [0.148, -0.105, 0.117], [0.296, -0.145, 0.000], [-0.048, 0.014, -0.130], [0.110, 0.101, 0.090], [0.378, -0.350, 0.144], [-0.005, 0.141, -0.069], [-0.013, -0.032, -0.019], [-0.044, -0.149, -0.014], [-0.186, -0.249, 0.439], [-0.084, -0.105, 0.091], [-0.034, 0.043, 0.023], [0.058, 0.053, -0.058], [-0.273, 0.505, -0.167], [0.010, 0.289, 0.017], [0.397, 0.614, 0.885], [0.713, 1.415, 0.723], [-0.210, 0.121, 0.116], [-0.089, -0.067, 0.026], [-1.602, -1.760, -1.295], [-0.050, -0.036, -0.093], [0.138, 0.375, -0.168], [-0.194, -0.464, 0.869], [-0.271, 0.028, 0.042], [-0.054, 0.107, 0.103], [-0.071, 0.172, 0.054], [0.036, -0.096, 0.069], [0.010, 0.077, -0.113], [-0.359, 0.075, 0.119], [-0.775, 0.177, 0.493], [0.114, -0.008, 0.177], [0.020, 0.030, -0.022], [0.042, 0.164, -0.087], [-0.021, -0.167, 0.142], [0.062, -0.068, 0.027], [0.395, 0.923, 0.402], [0.407, -0.005, -0.477], [0.037, 0.043, 0.130], [1.538, 0.652, -1.030], [0.154, -0.176, 0.441], [0.089, 0.221, -0.066], [0.073, 0.061, -0.034], [-0.142, 0.076, -0.081], [0.157, -0.124, -0.209], [0.028, -0.167, -0.133], [1.394, -1.870, -0.589], [-0.013, -0.013, 0.036], [-0.204, 0.000, 0.005], [0.012, 0.038, -0.037], [-0.597, -1.377, 0.559], [0.061, 0.053, 0.013], [0.514, 0.228, 1.083], [-0.035, 0.021, -0.001], [-0.008, -0.030, -0.046], [0.749, 0.712, 0.729], [0.208, -0.037, 0.040], [0.202, 0.051, 0.240], [0.659, 0.494, 0.381], [-0.114, -0.024, -0.035], [0.130, -0.017, -0.106], [-0.273, -0.926, 1.185], [0.018, -0.039, -0.221], [0.136, -0.002, -0.138], [0.827, -0.076, 0.157], [-0.117, 0.098, -0.014], [-0.043, 0.047, 0.043], [0.059, 0.006, -0.004], [-0.038, -0.004, -0.019], [-0.313, 0.101, 0.093], [-0.002, 0.205, 0.034], [-0.093, -0.225, 0.001], [-1.417, -1.571, -2.023], [0.040, -0.015, -0.014], [-0.054, 0.003, -0.031], [-0.436, 0.387, 0.006], [0.395, -0.274, -0.113], [0.005, 0.006, 0.008], [0.092, -0.107, 0.106], [-0.090, 0.410, 0.033], [-0.119, 0.004, -0.068], [-0.008, 0.050, 0.078], [-0.308, 0.306, 0.691], [-0.005, -0.150, 0.139], [0.616, 0.382, 0.953], [0.000, 0.041, 0.021], [-0.768, -0.322, 0.265], [-0.015, 0.038, -0.012], [0.116, -0.394, -0.255], [0.038, -0.034, -0.107], [0.170, 0.090, 0.039], [0.097, -0.170, -0.079], [0.028, 0.051, -0.015], [-0.056, 0.013, 0.037], [0.171, -0.242, -0.084], [-1.537, -0.092, -1.919], [0.092, 0.084, 0.151], [-0.005, -0.033, 0.050], [0.000, 0.078, -0.122], [-0.009, -0.131, -0.002], [0.224, -0.080, 0.025], [0.441, 0.208, 0.177], [-0.007, 0.004, -0.017], [-0.151, 0.108, -0.076], [-0.450, 0.000, -0.283], [-0.018, 0.004, 0.046], [0.528, -0.133, 0.028], [-0.014, 0.016, 0.185], [0.102, -0.048, 0.112], [0.008, 0.000, 0.003], [0.024, 0.219, 0.118], [-0.004, 0.043, -0.067], [-0.310, 0.472, -0.247], [-0.668, 0.309, -0.283], [-0.003, 0.014, 0.187], [-0.031, -0.177, -0.020], [-0.050, -0.104, -0.029], [0.841, 3.391, -2.471], [-0.145, 0.102, -0.006], [-0.095, -0.078, 0.025], [-0.005, 0.005, 0.010], [0.019, 0.005, -0.075], [-0.023, -0.148, -0.097], [0.133, 0.027, -0.174], [0.118, 0.030, 0.003], [-0.169, -0.085, -0.047], [0.480, -0.896, -0.244], [0.455, -0.654, 0.034], [-0.278, 0.000, 0.171], [-1.704, 0.007, -0.640], [0.146, -0.080, -0.193], [-1.337, -3.086, -0.136], [-0.016, -0.028, 0.030], [-0.017, -0.034, -0.012], [0.122, -0.053, 0.015], [-0.121, 0.032, 0.124], [0.225, 0.036, -0.026], [0.025, 2.311, 0.477], [0.021, 0.020, 0.055]], "mulliken_charge": [-0.323, 0.489, -0.271, 0.282, 1.336, 0.132, -0.352, 0.091, 0.129, 0.224, 0.602, -0.395, 0.051, -0.479, -0.328, 0.536, 0.177, -1.489, 0.187, 0.645, 0.571, -1.096, 0.197, -0.089, -1.262, 0.352, -0.312, -0.961, 0.219, 0.013, -1.215, 0.475, 0.460, 0.255, -0.343, -0.351, -0.770, -0.930, -0.281, 0.250, -0.310, -0.406, 0.396, -1.122, 1.029, -0.337, -1.149, 0.238, 0.212, 0.577, 0.292, 0.256, -0.329, 1.634, 0.280, -0.152, 0.305, -0.636, -0.411, 0.646, -0.067, -0.502, -1.791, 0.285, -1.296, -0.761, 0.429, 0.308, -0.301, 0.483, -0.294, -1.508, -0.363, -0.521, -0.523, 0.261, -0.979, -0.121, 0.435, 1.559, 0.324, 0.219, -0.323, 0.457, -0.494, -0.387, -0.420, -0.307, 0.463, 1.263, -0.309, -0.605, 0.221, -1.459, 0.248, 0.893, 0.530, 0.596, 0.722, 0.455, 0.655, 0.574, 0.458, 0.337, -0.504, -0.344, 0.394, 0.357, -0.231, 0.121, 0.332, -0.729, 0.283, 0.504, -0.192, 0.926, -0.496, 0.874, 0.634, -0.606, -0.342, 0.331, 0.361, 0.589, 1.074, 0.300, -0.308, -0.515, 0.662, 0.262, -0.292, -0.353, 0.285, -0.526, 0.309, 0.775, -1.513, -0.307, 1.625, 0.280, -0.255, -0.341, 0.312, 0.590, 0.109, 0.282]}